No. 1
The following is a DFT calculation (wB97M-V/def2-TZVPD) of a molecular structure, C36H43Br2CrF3N4O3S2Si4Te.

XYZ file:
```
99
Properties=species:S:1:pos:R:3:forces:R:3:mulliken_charge:R:1
H 2.3058 -1.7752 -4.1227 0.0 0.0 0.0 0.34
H -5.7430 3.5776 -3.8935 0.0 0.0 0.0 0.30
H 5.5524 0.5814 -2.8004 0.0 0.0 0.0 0.25
Br -0.3614 -0.4827 -4.9884 0.0 0.0 -0.1 -0.21
F 0.7543 -5.6627 7.1975 0.0 0.0 0.0 -0.27
C -5.3086 -0.8223 -0.2416 0.0 0.0 0.0 -1.04
H 2.3891 -3.7055 -0.7329 0.0 0.0 0.0 0.44
C -0.2629 -3.5879 5.5088 0.0 0.0 0.0 -1.02
H 5.6456 -2.2130 1.3790 0.0 0.0 0.0 0.22
H 1.8172 -1.2274 2.8375 0.0 0.0 0.0 0.00
H 4.9189 -3.8269 1.3210 0.0 0.0 0.0 0.36
H 1.9099 -4.1769 0.9091 0.0 0.0 0.0 0.34
C -5.1527 4.1456 -3.1831 0.0 0.0 0.0 -0.75
H -0.5208 -6.4131 3.6611 0.0 0.0 0.0 0.40
C -5.6757 5.3146 -2.6269 0.0 0.0 0.0 1.18
Te 1.2824 1.4672 0.7033 0.0 -0.1 -0.1 -0.68
H 2.4219 1.3072 -4.2912 0.0 0.0 0.0 0.32
C -2.3333 1.5260 2.7479 0.2 -0.1 0.0 -1.15
C 4.9037 -2.8304 0.8692 0.0 0.0 -0.1 -1.11
C -3.1495 4.4157 -1.8908 0.0 -0.1 0.0 -0.54
H 2.9639 2.2581 -2.8886 0.0 0.0 0.0 0.22
H -3.1488 -1.0135 -5.6739 0.0 0.0 0.0 0.37
C -0.3191 -4.9470 5.2117 0.0 0.1 0.0 0.42
C -0.6823 -2.0778 2.1294 -0.1 0.0 0.0 -0.02
H 2.5761 -2.7736 3.2904 0.0 0.0 0.0 0.36
F -0.0442 -7.1974 5.8958 0.0 0.0 0.0 -0.29
Si 4.9998 1.2708 0.5294 -0.1 0.0 0.1 0.60
S -3.2190 3.6271 1.6328 0.1 0.0 -0.1 -0.16
Si 3.1770 -0.1684 -2.4478 0.1 -0.1 0.1 0.38
N -2.9689 -0.4088 -0.4963 0.0 0.0 0.0 0.22
H 3.9784 2.1103 2.6371 0.0 0.0 0.0 0.28
H 5.7466 3.5841 -0.0498 0.0 0.0 0.0 0.40
C -3.8998 3.6968 -2.8156 0.0 0.0 0.0 -0.61
H -5.3138 6.9428 -1.2775 0.0 0.0 0.0 0.27
C -1.9325 -0.6533 -3.9468 0.0 0.0 0.1 -0.19
H -2.0562 0.7365 3.4306 0.0 0.0 0.0 0.36
Cr -1.1147 0.2535 -0.0356 0.2 0.3 -0.1 0.01
S -1.5937 3.7375 -1.3647 -0.2 -0.2 -0.4 1.12
H 5.0609 0.7560 2.9653 0.0 0.0 0.0 0.26
H 1.3008 -1.7659 -2.6707 0.0 0.0 0.0 -0.03
C -4.0770 -0.5400 0.2830 0.0 0.0 0.0 -0.59
H -3.5003 2.7764 -3.2255 0.0 0.0 0.0 0.50
O -0.8847 3.3530 -2.5505 0.0 0.1 0.0 -0.74
C -0.5614 -3.0488 3.1646 0.1 0.1 0.0 0.64
H 7.4795 1.1960 0.4288 0.0 0.0 0.0 0.38
C -2.3068 2.4597 0.7055 -0.2 0.0 0.0 0.18
C -4.3332 -0.8854 -2.4689 0.0 0.0 0.1 0.54
C -4.2967 -1.0257 -3.8661 0.0 0.0 -0.1 0.27
C 4.9727 2.9010 -0.4141 0.0 0.0 0.0 -1.06
C -3.0888 -0.6052 -1.8521 -0.1 0.0 0.0 -0.05
H 1.0141 -2.9105 0.0479 0.0 0.0 0.0 -0.03
H 5.1380 2.7338 -1.4808 0.0 0.0 0.0 0.24
Si 3.1282 0.0226 -0.1087 0.0 -0.1 0.0 0.45
N -1.9071 1.4474 1.4515 -0.4 0.0 0.0 0.46
H 1.3882 1.4796 -2.8666 0.0 0.0 0.0 -0.12
C -0.3770 -2.6532 4.4994 0.0 0.0 0.0 -0.11
Br -5.9160 -1.3877 -4.8260 0.0 0.0 0.0 -0.34
H -7.4063 6.3254 -2.3127 0.0 0.0 0.0 0.22
H -6.1536 -0.9119 0.4303 0.0 0.0 0.0 0.37
C -3.6555 5.5777 -1.3393 0.0 0.0 0.0 -0.29
C -3.1320 -0.9088 -4.5987 -0.1 0.0 0.0 -0.84
C -0.7835 -1.2434 1.2462 0.0 -0.2 0.1 -0.29
C 2.0061 -3.3318 0.2197 0.0 0.0 -0.1 -0.70
H -0.7330 -4.7373 1.8604 0.0 0.0 0.0 0.52
H -3.4308 2.9439 3.9960 0.0 0.0 0.0 0.41
C -0.4830 -5.3578 3.8963 0.0 0.0 0.0 -0.84
H 6.8407 -0.3938 0.8705 0.0 0.0 0.0 0.32
H -3.9312 -0.4018 1.3471 0.0 0.0 0.0 0.43
C 2.7326 -1.8206 2.7758 0.1 0.1 0.0 -0.72
O -0.7638 -0.2635 -1.8651 0.0 -0.1 -0.1 0.06
C 2.4221 1.3614 -3.1982 -0.1 0.0 -0.1 -0.52
C -0.6022 -4.4197 2.8860 0.0 0.0 0.0 -0.32
H 3.5132 -1.2611 3.3002 0.0 0.0 0.0 0.32
H 5.4741 -1.1667 -2.5662 0.0 0.0 0.0 0.25
N -2.0566 2.3870 -0.6208 0.6 0.2 0.7 0.11
H 5.7371 2.3650 2.6461 0.0 0.0 0.0 0.38
C 4.9397 1.6664 2.3719 0.0 0.0 0.0 -1.11
H -7.5488 5.0394 -3.3479 0.0 0.0 0.0 0.24
C -0.2417 -5.9357 6.3250 0.0 0.0 0.0 0.89
C 4.9770 -0.3153 -3.0395 0.0 0.0 0.0 -1.18
H 3.9985 3.3820 -0.3042 0.0 0.0 0.0 0.31
H -0.3166 -1.5952 4.7193 0.0 0.0 0.0 0.40
C -5.4791 -0.9933 -1.6306 0.0 0.0 0.0 -1.14
H 5.2161 -2.9260 -0.1753 0.0 0.0 0.0 0.27
H 5.0140 -0.4615 -4.1237 0.0 0.0 0.0 0.39
F -1.3738 -5.9685 7.0720 0.0 0.0 0.0 -0.27
H 2.8644 -2.6220 -2.6635 0.0 0.0 0.0 0.23
C -4.9145 6.0316 -1.7101 0.0 0.0 0.0 -0.72
H -6.4482 -1.2068 -2.0559 0.0 0.0 0.0 0.30
O -1.0089 4.7051 -0.4688 -0.1 0.1 0.1 -0.68
H 6.7950 0.1351 -0.8113 0.0 0.0 0.0 0.27
N -6.9441 5.7788 -3.0232 0.0 0.0 0.0 -0.64
H -0.1222 -3.2657 6.5333 0.0 0.0 0.0 0.35
C -3.0424 2.6339 3.0411 0.0 0.1 0.0 -0.34
C 6.6865 0.4695 0.2208 0.0 0.0 0.0 -1.13
C -1.8688 -0.5006 -2.5608 0.0 0.0 0.1 0.73
H -3.0586 6.1160 -0.6138 0.0 0.0 0.0 0.53
C 2.3321 -1.7405 -3.0292 -0.1 0.1 0.0 -0.65
Si 3.1744 -2.0610 0.9613 0.0 0.0 0.2 0.13
```
Forces are in eV/Å.

Properties
- relative energy (zero: lowest compared OMol25 entry of this formula, charge and spin) (kJ/mol) = 73.4
- orbital gap (alpha / beta) (eV) = 3.951 / 5.863
- F_max (eV Å⁻¹) = 0.9
- 2S+1 = 5
- total charge = -2
- E_tot (hartree) = -10557.0875
- HOMO energy (alpha / beta) (eV) = -0.1 / -2.1

=====

No. 2
The following is a DFT calculation (wB97M-V/def2-TZVPD) of a molecular structure, C36H43CeClFI2N4OSi2 at a distorted geometry.

XYZ file:
```
91
Properties=species:S:1:pos:R:3:forces:R:3:mulliken_charge:R:1
H -1.5368 5.2687 -2.8416 0.0 0.0 -0.1 0.43
C 1.7095 -3.3735 1.0946 0.1 -0.4 0.0 -0.39
C 2.2636 -4.4336 -1.3343 0.2 -0.2 0.1 -0.19
C 2.6494 -5.1324 -0.1970 0.1 -0.5 -0.2 -0.48
C -3.4743 -0.8092 1.3218 -0.1 0.0 0.0 -0.23
H 0.6739 4.4578 0.7963 -0.3 0.3 0.3 0.39
Si 3.4777 -0.2712 1.9313 0.4 0.2 -0.1 0.28
C -2.2202 4.0140 -0.1664 0.2 -0.1 -0.2 -1.01
H -1.7105 -1.1468 -4.9027 0.0 0.2 -0.1 0.37
H 2.7142 -1.6125 3.9165 0.1 0.0 0.0 0.31
C 1.8697 -0.0007 -2.1328 0.0 -0.1 0.0 -1.29
H 2.9946 0.8219 4.3088 0.4 -0.2 0.0 0.28
Si -0.6500 3.5954 -1.1847 -0.3 0.8 0.4 0.15
C -4.8630 -0.9704 1.0897 -0.2 -0.1 0.1 0.94
H -1.9599 3.5963 -3.7035 0.1 -0.3 -0.1 0.06
H -2.8358 1.3163 -1.1974 0.0 0.0 0.0 0.60
C 1.4641 1.1525 2.8182 -0.5 0.3 0.0 0.90
H -6.6492 -2.0380 1.5946 0.1 0.0 0.1 0.29
H 4.0222 -2.4384 3.0777 0.2 -0.3 -0.1 0.45
H -3.1244 3.9302 -0.7831 0.1 0.0 0.1 0.27
I 3.3423 1.6108 -1.8980 0.0 0.0 0.0 -0.24
H -2.1767 5.0300 0.2444 0.1 0.0 -0.1 0.43
Cl -1.7143 -3.4890 0.1052 0.0 0.0 -0.4 -0.26
H 4.8760 -0.6115 -0.0752 0.2 0.0 0.0 0.47
C -1.2321 1.6687 -3.0254 -0.1 -0.2 -0.7 0.09
H 3.2805 -1.2363 -0.3383 -0.3 0.0 -0.4 -0.60
C -4.7712 0.6030 -0.6978 -0.1 0.0 -0.1 -1.45
C 1.5931 2.1966 5.0491 -0.1 0.1 0.4 -1.06
H -2.2970 -1.7875 -1.4512 0.1 -0.2 0.1 0.55
N 1.3250 -2.7029 0.0184 0.1 0.2 0.4 1.16
C -0.2512 2.7394 3.6955 -0.4 0.3 -0.2 -0.77
H 2.3393 -3.1538 -3.5877 0.1 -0.3 -0.1 0.21
H 0.1692 4.9372 -3.1539 0.4 0.1 -0.4 0.41
H 2.5448 -0.8322 -2.3774 0.0 -0.1 0.0 0.49
C 0.3973 2.9095 4.9064 0.9 -0.5 -0.2 -0.88
C -1.3103 -2.1531 -1.1295 -0.2 0.0 -0.3 -1.39
Ce -0.0481 -0.0349 -0.1666 0.3 0.0 -0.1 0.45
C -1.7443 -0.0778 -4.6842 0.2 -0.6 0.2 -0.92
O 3.1222 -6.1219 -2.7845 -0.4 0.8 0.0 -0.71
H -2.7744 2.8919 -5.8462 0.0 0.0 0.0 0.36
H -6.5901 -0.3581 -0.0421 0.1 0.0 -0.1 0.28
C -3.6765 -2.4341 3.1721 -0.1 -0.1 0.1 -0.64
C 4.7766 1.1117 2.1492 -0.2 -0.4 -0.3 -1.32
N 1.8648 0.3453 1.7958 0.0 0.0 -0.1 1.12
H -5.2189 1.1918 -1.4956 -0.1 -0.1 0.1 0.43
C -3.3782 0.6851 -0.5023 0.1 0.2 -0.1 0.12
F -0.4720 1.8190 1.6001 -0.1 -0.2 -0.4 0.76
C 3.6819 -1.4687 3.4195 -0.4 0.3 0.1 -1.52
H -2.6384 0.5122 -6.5777 0.0 -0.1 0.1 0.35
H 1.4822 -2.9311 2.0468 -0.1 0.2 0.3 0.27
C -5.0451 -2.6074 2.8669 0.0 -0.5 0.3 -0.70
C -5.5151 -0.2358 0.0786 0.0 0.1 -0.1 -1.08
H -2.3193 3.3248 0.6708 -0.1 -0.1 0.0 0.20
H 4.6701 1.8025 1.3167 -0.1 0.1 -0.2 0.24
C -1.2443 0.3185 -3.4544 -0.2 0.1 -0.2 0.41
I -0.9479 -1.3511 2.8948 0.2 0.2 0.1 0.32
H 1.6517 4.3039 -0.6417 0.1 -0.2 0.0 0.43
H 4.3992 -2.1941 0.5970 0.1 -0.1 0.1 0.36
H -1.1715 3.2394 3.4161 0.0 0.1 0.2 0.37
H 2.8698 -4.4447 -4.6175 0.0 0.0 0.0 0.23
H 1.4406 0.3142 -3.0878 -0.1 -0.1 0.0 0.56
C -5.6017 -1.8899 1.8562 -0.6 -0.3 0.1 -0.80
H 4.7047 1.6792 3.0610 -0.1 0.2 0.4 0.40
C -2.3197 2.1441 -5.2046 -0.1 0.1 0.2 -0.70
N 2.5142 -4.1416 -3.7285 0.0 0.0 0.4 -0.28
H 1.2240 -2.6785 -2.0040 0.0 0.2 -0.1 0.09
H -0.9094 -2.7231 -1.9857 -0.1 0.0 0.1 0.55
H -0.3517 6.0124 -1.8274 0.3 0.0 0.2 0.35
C 2.6625 -4.9858 -2.6637 0.3 -0.3 -0.4 0.47
C -2.2735 0.8173 -5.6046 0.1 0.1 0.1 -0.66
N -0.6869 2.0137 -1.8323 0.2 0.0 0.5 0.67
H 4.3738 -1.0992 4.1832 0.0 0.0 -0.1 0.44
C 4.0707 -1.1781 0.3858 -0.1 0.1 0.4 -0.17
H -0.8529 -0.4391 -2.7923 0.1 -0.2 0.0 0.12
H 1.2378 2.8897 0.3377 0.2 -0.1 -0.1 -0.23
C 2.0987 1.3522 4.0690 -0.5 0.4 0.1 -0.59
C -1.8414 2.5462 -3.9662 -0.1 0.6 0.2 -0.35
C 2.3633 -4.6051 1.0410 -0.1 0.3 0.0 -1.19
C 0.2671 1.9116 2.7463 0.5 -0.2 0.0 -0.90
C 1.5917 -3.2401 -1.1610 -0.1 0.1 -0.3 -0.46
H -3.1861 -3.0088 3.9625 -0.3 0.2 -0.3 0.33
H -5.6359 -3.3457 3.4150 0.2 0.2 -0.1 0.32
C -0.5634 5.0999 -2.3810 -0.5 -0.5 0.4 -1.59
H 2.6602 -5.1038 1.9533 -0.1 0.0 0.0 0.42
H 2.1651 2.2642 5.9758 -0.2 0.1 -0.1 0.34
C -2.9601 -1.5562 2.4159 0.2 -0.1 0.1 0.69
C -2.6760 0.0156 0.4809 0.5 0.1 -0.1 0.50
H 0.0178 3.5547 5.6782 -0.1 0.1 0.1 0.41
H 3.1612 -6.0845 -0.3405 -0.1 0.2 0.1 0.43
H 5.7831 0.6960 2.0791 0.1 -0.1 0.1 0.38
C 0.8580 3.8264 -0.0632 -0.1 -0.2 -0.3 -0.59
```
Forces are in eV/Å.

Properties
- relative energy (zero: lowest compared OMol25 entry of this formula, charge and spin) (kJ/mol) = 26.2
- orbital gap (alpha / beta) (eV) = 6.131 / 6.132
- F_max (eV Å⁻¹) = 1.0
- 2S+1 = 2
- total charge = -2
- E_tot (hartree) = -3901.5856
- HOMO energy (alpha / beta) (eV) = -2.1 / -2.1